{"formula": "C68H152N4O4P2S", "method": "wB97M-V/def2-TZVPD", "energy_ev": -116508.77171, "e_homo_ev": -15.2, "multiplicity": 1, "total_charge": 4, "e_lumo_ev": -6.5340, "elements": ["S", "O", "O", "O", "O", "C", "C", "C", "C", "P", "C", "C", "C", "C", "C", "C", "C", "C", "C", "C", "C", "C", "H", "H", "H", "H", "H", "H", "H", "H", "H", "H", "H", "H", "H", "H", "H", "H", "H", "H", "H", "H", "H", "H", "H", "H", "H", "H", "H", "H", "H", "H", "H", "H", "H", "H", "H", "H", "C", "C", "C", "C", "P", "C", "C", "C", "C", "C", "C", "C", "C", "C", "C", "C", "C", "H", "H", "H", "H", "H", "H", "H", "H", "H", "H", "H", "H", "H", "H", "H", "H", "H", "H", "H", "H", "H", "H", "H", "H", "H", "H", "H", "H", "H", "H", "H", "H", "H", "H", "H", "H", "C", "C", "C", "C", "N", "C", "C", "C", "C", "C", "H", "H", "H", "H", "H", "H", "H", "H", "H", "H", "H", "H", "H", "H", "H", "H", "H", "H", "H", "H", "C", "C", "C", "C", "N", "C", "C", "C", "C", "C", "H", "H", "H", "H", "H", "H", "H", "H", "H", "H", "H", "H", "H", "H", "H", "H", "H", "H", "H", "H", "C", "C", "C", "C", "N", "C", "C", "C", "C", "C", "H", "H", "H", "H", "H", "H", "H", "H", "H", "H", "H", "H", "H", "H", "H", "H", "H", "H", "H", "H", "C", "C", "C", "C", "N", "C", "C", "C", "C", "C", "H", "H", "H", "H", "H", "H", "H", "H", "H", "H", "H", "H", "H", "H", "H", "H", "H", "H", "H", "H"], "xyz": [[-1.986, 0.462, 1.396], [-3.305, -0.016, 0.935], [-1.808, 0.230, 2.884], [-0.991, -0.283, 0.654], [-1.848, 1.928, 1.087], [3.977, -1.764, 3.020], [2.924, -1.936, 1.948], [1.636, -2.643, 2.314], [0.808, -1.790, 3.380], [-0.688, -2.633, 3.988], [-0.132, -4.262, 4.591], [0.798, -4.591, 5.794], [2.248, -4.743, 5.413], [2.402, -5.996, 4.505], [-1.285, -1.698, 5.433], [-1.985, -2.509, 6.512], [-2.395, -1.555, 7.689], [-3.250, -2.211, 8.854], [-1.935, -3.248, 2.757], [-3.464, -3.488, 3.138], [-4.406, -2.213, 3.385], [-5.768, -2.723, 3.732], [3.807, -1.191, 3.932], [4.874, -1.290, 2.620], [4.420, -2.744, 3.195], [3.311, -2.408, 1.045], [2.685, -0.910, 1.670], [1.808, -3.645, 2.705], [1.035, -2.746, 1.411], [0.382, -0.895, 2.928], [1.366, -1.578, 4.292], [0.134, -4.772, 3.666], [-1.097, -4.755, 4.712], [0.371, -5.411, 6.371], [0.798, -3.766, 6.507], [2.823, -4.983, 6.307], [2.759, -3.826, 5.121], [2.026, -6.863, 5.049], [3.460, -6.233, 4.394], [1.944, -5.940, 3.518], [-1.993, -0.935, 5.108], [-0.398, -1.202, 5.827], [-1.328, -3.312, 6.846], [-2.839, -3.028, 6.076], [-2.907, -0.693, 7.261], [-1.569, -0.969, 8.091], [-2.643, -2.928, 9.407], [-4.079, -2.813, 8.480], [-3.715, -1.592, 9.620], [-1.489, -4.033, 2.146], [-1.907, -2.461, 2.003], [-3.411, -4.196, 3.965], [-3.962, -4.017, 2.325], [-4.490, -1.532, 2.538], [-4.088, -1.668, 4.273], [-6.223, -1.844, 4.189], [-5.748, -3.548, 4.444], [-6.297, -3.002, 2.821], [4.296, -1.508, -1.806], [4.553, -2.130, -3.208], [6.075, -2.207, -3.633], [6.285, -2.635, -5.104], [7.110, -1.451, -6.187], [7.697, -2.289, -7.630], [6.599, -2.997, -8.463], [6.987, -2.941, -10.019], [5.802, -3.527, -10.928], [8.517, -0.837, -5.246], [9.667, -1.803, -4.814], [10.679, -1.431, -3.783], [10.062, -0.824, -2.475], [5.911, -0.056, -6.521], [5.758, 1.060, -5.420], [4.888, 2.249, -5.741], [4.592, 3.217, -4.556], [4.939, -2.011, -1.084], [3.259, -1.563, -1.473], [4.623, -0.469, -1.836], [4.048, -1.540, -3.972], [4.100, -3.113, -3.075], [6.517, -2.983, -3.007], [6.484, -1.293, -3.202], [5.416, -3.006, -5.647], [7.001, -3.452, -5.201], [8.495, -2.878, -7.179], [8.155, -1.497, -8.222], [5.781, -2.314, -8.234], [6.277, -3.941, -8.024], [7.906, -3.488, -10.229], [7.081, -1.864, -10.154], [6.331, -3.592, -11.879], [4.888, -2.956, -11.088], [5.327, -4.491, -10.745], [7.989, -0.419, -4.389], [8.921, 0.034, -5.763], [10.085, -2.172, -5.750], [9.236, -2.681, -4.332], [11.359, -0.650, -4.125], [11.227, -2.340, -3.536], [9.720, 0.202, -2.607], [10.733, -0.902, -1.619], [9.210, -1.474, -2.276], [4.905, -0.376, -6.793], [6.303, 0.390, -7.435], [6.754, 1.428, -5.172], [5.492, 0.539, -4.501], [3.869, 2.050, -6.071], [5.246, 2.812, -6.603], [5.437, 3.776, -4.155], [4.017, 2.645, -3.827], [4.016, 4.066, -4.924], [-6.985, 2.981, 6.707], [-6.557, 3.242, 5.194], [-5.155, 3.741, 4.841], [-4.008, 2.692, 5.051], [-2.576, 3.319, 5.125], [-2.372, 4.251, 6.425], [-0.901, 4.507, 6.569], [-0.317, 3.147, 6.171], [-1.420, 2.313, 5.454], [-2.249, 4.175, 3.914], [-6.802, 1.945, 6.994], [-8.053, 3.192, 6.776], [-6.310, 3.566, 7.330], [-7.266, 4.007, 4.879], [-6.829, 2.406, 4.548], [-4.961, 4.670, 5.378], [-5.303, 4.076, 3.814], [-4.062, 1.858, 4.351], [-4.264, 2.254, 6.016], [-2.738, 5.270, 6.299], [-2.799, 3.845, 7.342], [-0.475, 5.313, 5.971], [-0.678, 4.773, 7.602], [0.550, 3.357, 5.544], [-0.098, 2.389, 6.923], [-1.054, 1.921, 4.505], [-1.887, 1.543, 6.068], [-2.655, 3.686, 3.028], [-1.169, 4.189, 3.764], [-2.615, 5.183, 4.111], [-7.524, -1.886, -0.421], [-6.020, -1.584, -0.252], [-5.195, -2.398, -1.247], [-3.714, -2.386, -0.914], [-2.735, -3.207, -1.776], [-1.321, -2.653, -1.801], [-0.748, -3.269, -3.132], [-1.920, -3.591, -4.076], [-3.127, -3.042, -3.270], [-2.836, -4.764, -1.409], [-8.025, -0.965, -0.124], [-7.975, -2.807, -0.052], [-7.846, -1.939, -1.461], [-5.753, -1.822, 0.778], [-6.026, -0.539, -0.564], [-5.395, -2.025, -2.251], [-5.627, -3.398, -1.205], [-3.513, -2.784, 0.081], [-3.380, -1.357, -1.042], [-0.742, -2.708, -0.879], [-1.469, -1.574, -1.845], [0.032, -4.016, -2.985], [-0.169, -2.483, -3.617], [-2.059, -4.658, -4.247], [-1.804, -3.238, -5.101], [-4.079, -3.494, -3.549], [-3.210, -1.975, -3.479], [-2.542, -4.892, -0.367], [-2.014, -5.193, -1.980], [-3.843, -5.007, -1.749], [-2.443, 6.992, -0.482], [-3.468, 6.377, 0.630], [-4.525, 5.411, -0.040], [-3.804, 4.122, -0.502], [-4.794, 2.918, -0.724], [-3.903, 1.862, -1.484], [-4.531, 1.635, -2.833], [-5.950, 2.071, -2.706], [-5.875, 3.299, -1.818], [-5.429, 2.305, 0.541], [-2.043, 8.003, -0.398], [-2.868, 7.183, -1.467], [-1.596, 6.306, -0.518], [-4.082, 7.208, 0.978], [-3.048, 5.991, 1.559], [-5.026, 6.004, -0.806], [-5.276, 5.277, 0.738], [-3.028, 3.827, 0.205], [-3.232, 4.380, -1.394], [-3.932, 0.897, -0.978], [-2.839, 2.056, -1.613], [-4.491, 0.594, -3.155], [-4.060, 2.188, -3.646], [-6.620, 1.355, -2.231], [-6.496, 2.378, -3.598], [-6.709, 3.739, -1.272], [-5.604, 4.230, -2.315], [-6.009, 1.418, 0.287], [-6.163, 3.092, 0.713], [-4.661, 2.197, 1.307], [-1.101, 0.674, -3.428], [0.466, 0.809, -3.625], [1.019, 1.935, -2.832], [1.193, 1.686, -1.240], [1.411, 2.948, -0.263], [2.755, 3.615, -0.699], [2.423, 5.167, -0.706], [0.895, 5.166, -1.086], [0.363, 4.040, -0.272], [1.675, 2.337, 1.116], [-1.465, 1.686, -3.606], [-1.455, 0.407, -2.432], [-1.661, -0.035, -4.038], [0.683, 0.788, -4.693], [0.918, -0.173, -3.489], [0.352, 2.781, -2.998], [2.046, 1.924, -3.198], [1.999, 0.987, -1.017], [0.216, 1.395, -0.855], [3.608, 3.278, -0.111], [3.081, 3.194, -1.650], [2.442, 5.514, 0.327], [3.058, 5.826, -1.298], [0.524, 6.078, -0.619], [0.585, 5.143, -2.131], [0.312, 4.220, 0.802], [-0.571, 3.601, -0.623], [1.839, 3.064, 1.911], [2.637, 1.838, 0.999], [0.855, 1.681, 1.408]], "atomic_forces_ev_per_a": [[-1.1, 0.8, 1.4], [-0.7, 0.2, 0.4], [-0.1, 0.3, -1.2], [2.1, -1.1, -1.0], [0.0, -0.1, 0.3], [1.7, -1.1, -0.4], [-0.3, 1.2, 0.0], [-0.9, 0.8, 1.3], [-0.6, -1.0, -1.4], [0.3, -1.5, 0.8], [-0.7, -0.6, 0.1], [-0.4, 2.0, -0.1], [0.4, -2.0, 0.0], [1.0, 0.5, 0.5], [-0.5, 0.1, -0.4], [0.2, 0.2, 1.0], [-1.0, -0.1, 0.4], [0.6, -0.5, -0.7], [-0.7, 2.0, -1.0], [1.0, 1.3, -0.1], [1.7, -1.7, 0.6], [-0.5, 0.4, 0.0], [-0.7, -0.4, 0.0], [-0.1, 0.5, -0.5], [-0.3, -0.2, 0.9], [0.4, -0.1, 0.2], [-0.5, 0.1, -0.5], [0.2, 0.0, 0.1], [-0.2, 0.1, 0.0], [0.4, 0.4, -0.1], [0.1, 0.1, -0.1], [0.7, 0.0, 0.0], [-0.3, 0.0, 0.6], [0.3, -0.3, -0.4], [-0.4, 0.3, 0.1], [-0.2, -0.1, 0.3], [-0.4, 0.1, -0.8], [-0.4, 0.1, -0.1], [0.1, 0.1, -0.4], [0.0, 0.1, 0.1], [0.3, 0.2, -0.4], [0.1, 0.1, 0.0], [0.0, 0.1, 0.3], [-0.4, 0.2, 0.2], [-0.9, -0.2, -0.4], [0.7, -0.8, 0.3], [0.2, 0.0, 0.0], [0.0, 0.1, -0.4], [0.4, 0.7, -0.4], [0.1, -0.7, 0.7], [-0.3, 0.7, -0.1], [-0.7, 0.2, 0.3], [0.3, -0.2, -0.2], [0.7, -0.1, 0.0], [0.6, 0.2, -0.2], [-0.8, -0.4, 0.0], [-0.1, 0.0, 0.0], [-0.3, -0.2, 0.2], [1.2, 0.3, -0.8], [0.2, 0.0, 0.6], [-1.9, -1.0, 1.3], [0.8, 0.4, -0.3], [-1.0, 0.9, 1.2], [0.0, -0.2, 0.0], [0.9, 0.9, -0.3], [-3.2, -1.0, 1.9], [1.2, 0.5, -0.4], [0.4, 0.7, 0.7], [-1.7, -1.1, -0.9], [0.7, 2.2, 1.2], [-0.2, -1.3, -0.9], [0.5, 0.9, -0.1], [1.1, -1.1, 0.1], [-1.0, 1.2, -0.1], [0.5, 0.1, -0.9], [-0.1, -0.1, 0.2], [0.0, -0.1, -0.2], [-0.1, 0.3, 0.3], [-0.4, -0.2, -0.1], [0.1, -0.2, -0.9], [0.1, -0.1, 0.0], [0.5, 0.3, -0.9], [-0.4, 0.2, 0.3], [0.0, -0.4, 0.5], [0.2, -0.4, -0.5], [0.3, 0.0, -0.2], [-0.8, -0.1, -0.9], [0.4, -0.3, -0.3], [0.0, 0.2, 0.1], [0.3, -0.2, -0.7], [-0.6, -0.2, -0.4], [0.5, 1.0, 0.3], [1.0, -0.4, 0.7], [0.3, 0.1, 0.4], [0.1, 0.1, -0.2], [0.5, 0.0, 0.2], [-0.7, -0.3, -0.3], [0.4, -0.3, -0.4], [0.2, 0.2, -0.1], [0.1, 0.0, 0.0], [0.1, 0.2, -0.2], [-0.4, 0.2, 0.5], [0.1, -0.7, 0.1], [0.1, 0.2, -0.2], [0.2, 0.2, -0.2], [-0.6, 0.1, 0.2], [-0.1, -1.0, -0.1], [0.6, 0.0, 0.1], [0.4, -0.8, 0.4], [0.2, 0.4, 0.4], [-0.6, -0.3, -0.1], [1.4, -0.5, -1.7], [-1.1, -0.2, 1.1], [0.2, -0.1, -0.3], [-0.5, 1.2, 0.5], [0.2, 0.7, 2.0], [-0.6, 1.5, -0.9], [0.5, -1.6, 0.7], [-0.2, -1.1, -0.6], [-0.6, 1.4, -1.5], [0.0, -0.8, 0.4], [-0.2, -0.1, 0.0], [0.3, 0.2, 0.5], [-0.6, 0.4, 0.3], [0.3, 0.3, -0.2], [0.1, -0.4, 0.1], [0.2, -0.1, 0.4], [0.7, -0.2, -0.4], [0.6, 0.3, -0.4], [0.7, 0.0, 0.3], [-1.2, -0.4, -0.4], [-0.1, -0.6, -0.5], [-0.4, -0.1, -0.3], [-0.1, -0.1, 0.0], [0.0, -0.7, 0.0], [0.8, 0.9, 0.7], [-0.4, -0.4, 0.0], [0.2, 0.1, 0.0], [-0.2, 0.1, 0.0], [0.0, 0.1, 0.3], [-0.1, -0.2, -0.3], [-0.4, 0.5, -0.9], [-1.3, -0.8, -0.9], [-0.1, -0.9, 0.0], [0.8, -0.1, -0.3], [-1.5, -1.0, -0.9], [-0.5, -0.2, -0.9], [1.0, 1.4, 0.2], [-0.5, -0.9, 1.1], [0.9, -0.1, -0.6], [1.2, 2.6, -1.0], [-0.5, -0.5, 0.7], [0.4, 0.2, 0.8], [0.5, 0.1, -0.5], [0.3, 0.7, 0.0], [1.0, 0.2, 0.7], [0.1, 0.1, -0.1], [0.2, -0.3, -0.1], [-0.1, 0.6, 0.2], [0.3, -0.1, 0.6], [-0.2, -0.9, 0.1], [0.0, 0.0, -0.5], [-0.6, -0.5, 0.2], [0.0, 0.3, 0.1], [0.1, -0.2, 0.4], [-0.1, 0.7, 0.3], [0.1, -0.2, 0.5], [-0.1, 0.1, 0.4], [-0.7, 0.1, 0.1], [-0.5, -0.4, -0.2], [0.3, -0.6, 0.5], [-0.4, -0.8, 1.1], [-0.7, 1.8, -2.2], [1.4, 0.4, 1.2], [-1.6, 0.6, 0.9], [2.6, -0.3, -2.3], [-0.5, -1.2, 0.0], [-0.1, -0.1, -1.3], [-2.1, 1.2, 0.6], [0.8, 0.7, 1.7], [-0.1, 2.1, -1.4], [0.1, 0.0, 1.4], [-0.6, -1.1, -0.1], [0.0, 0.1, -0.5], [0.0, 0.2, 0.0], [0.6, -0.4, -0.4], [0.2, -0.4, -0.4], [-0.1, -0.6, 0.0], [-0.4, -0.5, 0.4], [-0.6, -0.6, -0.6], [-0.1, 0.4, 0.8], [-0.2, 0.9, 0.7], [0.2, -0.1, 0.2], [0.2, 0.3, 0.1], [0.2, -0.4, 0.1], [0.4, -0.2, -0.4], [-0.6, -1.1, 0.1], [1.1, -0.4, -0.4], [0.6, -0.1, 0.0], [0.0, -0.2, 1.0], [-0.2, -0.3, -0.2], [0.6, 0.5, 0.1], [-2.7, -3.0, -0.1], [1.7, -0.2, 2.0], [-2.1, 1.3, -0.4], [2.9, -1.4, -1.2], [-0.2, 1.2, -0.5], [-0.8, -1.8, -0.3], [1.0, 1.2, 1.0], [-0.1, -1.7, 0.4], [0.0, -0.1, -0.5], [-0.5, 0.0, -0.2], [0.7, 0.2, 0.5], [0.5, 0.1, -0.7], [-0.2, 1.4, -0.2], [0.3, -0.2, 1.2], [0.7, 0.5, -0.1], [0.0, 1.5, -0.2], [-0.2, 0.1, 0.0], [0.2, -0.9, 0.1], [-0.5, 0.4, 0.9], [-0.8, 0.4, -0.5], [0.3, 0.1, 0.0], [0.0, -0.4, -0.1], [-0.3, 0.2, -0.5], [0.5, -0.1, 0.0], [-0.6, 0.7, -0.2], [0.0, 0.0, 0.2], [-0.2, 0.5, -0.4], [-0.4, -0.5, 0.2], [0.0, -0.1, -0.3]], "mulliken_charge": [0.208, -1.194, -0.766, -0.214, -0.375, -1.651, 0.365, 0.601, -0.811, 0.471, -1.274, -1.004, -0.512, -1.325, -0.371, -0.556, -0.372, -1.438, 0.222, -1.606, 1.958, -1.799, 0.295, 0.497, 0.377, 0.436, -0.503, 0.076, -0.320, -0.174, 0.981, 0.684, 0.722, 0.567, 0.308, 0.480, 0.162, 0.384, 0.421, 0.271, -0.341, 1.068, 0.482, 0.233, 0.064, 0.459, 0.349, 0.323, 0.415, 0.869, -0.815, 0.709, 0.665, -0.994, -0.089, 0.444, 0.408, 0.336, -1.248, -0.649, -0.776, -1.463, 0.709, -0.712, -0.853, -0.517, -1.275, -0.854, -0.820, -0.705, -0.954, -0.931, -0.154, -0.839, -0.872, 0.378, 0.319, 0.272, 0.287, 0.475, 0.543, 0.511, 0.692, 0.715, 0.661, 0.469, 0.360, 0.460, 0.362, 0.364, 0.352, 0.349, 0.354, 0.208, 0.651, 0.371, 0.307, 0.362, 0.379, 0.250, 0.376, 0.168, 0.708, 0.495, 0.299, -0.116, 0.367, 0.473, 0.437, -0.177, 0.442, -1.118, -0.891, -0.116, -0.621, 0.584, -0.665, -0.774, -0.855, -0.115, -1.222, 0.306, 0.370, 0.270, 0.522, 0.282, 0.395, -0.170, 0.424, 0.466, 0.370, 0.527, 0.284, 0.442, 0.273, 0.526, 0.072, 0.395, 0.388, 0.456, 0.281, -1.670, 1.932, -1.177, 1.946, 0.516, 1.132, -0.493, -0.978, -0.243, -0.753, 0.412, 0.418, 0.408, -0.484, -1.069, 0.509, 0.288, -0.698, -0.832, 0.078, -0.973, 0.421, 0.139, 0.315, 0.515, 0.579, -0.126, 0.054, 0.455, 0.366, -0.843, -0.426, -0.670, -0.249, 1.109, 2.376, -0.084, -0.884, -0.873, -0.561, 0.437, 0.359, -0.192, 0.532, 0.005, 0.438, 0.348, -0.266, 0.457, -1.221, -1.378, -0.065, 0.445, 0.154, 0.540, 0.452, 0.507, 0.132, 0.531, 0.031, -0.704, -1.149, 0.831, -0.044, 1.026, -0.208, -0.848, -0.743, 0.480, -1.299, 0.467, -0.309, 0.609, 0.617, 0.147, 0.037, -0.673, 0.490, -0.378, 0.349, -0.094, 0.298, 0.529, 0.494, 0.330, 0.178, -0.583, 0.343, 0.464, 0.319]}